(1)
Formula: CH5FOSi
Source: the Open Molecules 2025 dataset
Level of theory: ωB97M-V/def2-TZVPD

As for the charge: 0. Its relative energy (zero: lowest compared OMol25 entry of this formula, charge and spin) is 153.5 kJ/mol. As for the HOMO-LUMO gap: 8.20 eV. The value obtained for the HOMO energy is -0.301 Ha.

The geometry in XYZ format:
```
9
Properties=species:S:1:pos:R:3:forces:R:3
C -0.38904 0.91875 -1.48739 -0.549 -2.733 -1.163
O 0.26855 -1.00617 2.65001 -1.681 -1.076 -0.321
F 0.89515 1.23426 -1.57625 3.165 0.434 0.130
Si -0.33104 -1.46609 1.25929 -2.835 -0.431 -0.164
H -0.50263 -0.07416 -0.95527 -0.138 0.973 -0.814
H -0.72707 0.91980 -2.52532 -0.713 -0.506 0.198
H 0.82537 -0.52942 3.17636 2.407 1.612 1.716
H 0.79151 -1.67317 0.42608 2.113 -0.154 -1.158
H -0.83080 1.67620 -0.96750 -1.768 1.880 1.576
```
Positions in Å, forces in eV/Å.

=====

(2)
Formula: C16H22B2BrF14N2O3SbY
Source: the Open Molecules 2025 dataset
Level of theory: ωB97M-V/def2-TZVPD

Its spin multiplicity is 2. The expectation value of S² is 0.75. As for the charge: -2. As for the HOMO-LUMO gap (alpha / beta): 7.46 / 7.38 eV. The value obtained for the HOMO energy (alpha / beta) is -0.111 / -0.120 Ha.

The geometry in XYZ format:
```
62
Properties=species:S:1:pos:R:3:forces:R:3
Y 0.17484 -0.17565 0.44056 -0.185 0.399 -0.319
N 1.45399 1.84747 -0.38519 0.047 -0.006 -0.019
N 0.63049 2.61675 -1.21978 0.083 0.096 0.016
C -0.48718 1.99848 -1.78365 -0.048 -0.116 -0.038
O -1.07849 2.56320 -2.69357 0.042 0.019 -0.044
O -0.77895 0.85646 -1.25531 0.024 -0.008 0.105
H 1.78930 2.41046 0.39024 0.011 -0.010 0.020
H 2.23225 1.43895 -0.89826 -0.039 0.050 0.014
H 1.04804 3.35314 -1.76629 0.001 -0.051 0.017
Br -1.57217 -2.24687 -1.21656 -0.003 -0.018 -0.027
C -3.22508 -1.38261 -0.88176 -0.038 0.035 0.012
C -4.24782 -1.66230 -1.74291 -0.027 0.080 0.099
C -5.52751 -1.12454 -1.49411 0.056 -0.030 -0.010
C -5.73115 -0.36293 -0.38206 0.030 -0.001 -0.003
C -4.67262 -0.07866 0.51646 -0.097 0.050 0.066
C -4.91866 0.69160 1.68068 -0.006 -0.023 -0.064
C -3.90285 0.94039 2.55013 0.070 -0.025 0.018
C -2.59763 0.46693 2.27502 0.025 0.075 0.014
C -2.25219 -0.23637 1.14015 0.021 -0.110 0.016
C -3.35565 -0.55906 0.27257 0.084 -0.039 -0.050
H -4.07387 -2.29687 -2.60029 0.006 -0.014 -0.019
H -6.33944 -1.33283 -2.18017 -0.005 -0.003 -0.011
H -6.71303 0.04347 -0.16513 -0.016 0.008 0.009
H -5.92007 1.06994 1.85491 -0.019 0.007 0.005
H -4.07305 1.53017 3.44349 0.000 0.002 0.022
H -1.83791 0.72661 3.00423 -0.057 -0.012 -0.057
F 0.23696 1.53968 2.15565 -0.215 0.023 0.061
Sb 0.16864 3.30801 3.00736 0.178 -0.144 -0.019
F 1.60407 3.78258 1.86366 -0.024 0.044 -0.023
F -1.06200 3.82720 1.68830 0.001 0.007 0.024
F 0.17635 5.03320 3.78030 -0.034 -0.039 -0.023
F -1.24591 2.74324 4.12149 -0.022 -0.007 -0.014
F 1.38553 2.66489 4.28418 -0.028 0.050 -0.019
C -0.21278 -1.67026 2.78239 0.123 -0.133 0.222
H -1.12935 -2.20351 2.97274 -0.024 0.043 -0.058
H -0.01404 -0.76253 3.33693 0.004 0.036 -0.003
H 0.62100 -2.21936 2.36361 0.004 -0.042 -0.005
F 2.74638 -3.86804 -0.11795 0.125 -0.031 -0.042
B 1.39326 -3.64855 -0.22896 -0.030 0.047 -0.108
F 1.16127 -2.19377 0.00017 0.053 0.039 0.105
F 0.92630 -3.90008 -1.51779 0.039 -0.037 -0.070
F 0.66776 -4.32693 0.72441 -0.115 -0.079 0.139
F 4.27946 -1.12013 1.81269 0.053 -0.071 -0.083
B 3.46258 -0.09748 2.26297 0.016 0.093 -0.094
F 3.00230 -0.32249 3.53544 -0.109 -0.042 0.184
F 4.05987 1.14019 2.10772 0.065 0.103 -0.033
F 2.26531 -0.07561 1.35836 -0.011 -0.196 0.078
C 0.84212 -0.18599 -3.86807 0.017 -0.003 -0.061
C 1.95283 -0.99362 -3.24179 0.061 0.010 0.040
O 2.28906 -0.46453 -1.96099 -0.042 -0.008 -0.071
C 3.50468 -1.03517 -1.45761 -0.010 -0.068 0.027
C 4.69075 -0.14288 -1.77145 -0.020 0.006 0.013
H 0.64200 -0.56823 -4.87218 -0.004 0.006 0.002
H 1.11780 0.86666 -3.95101 0.007 0.004 0.002
H -0.07579 -0.24535 -3.28867 -0.028 -0.009 0.048
H 2.84873 -0.96819 -3.87911 -0.025 0.012 0.003
H 1.66030 -2.04285 -3.12059 -0.017 0.006 0.004
H 3.63262 -2.03636 -1.88044 0.002 0.029 0.031
H 3.39208 -1.15861 -0.38533 0.042 0.007 -0.009
H 4.79532 0.02394 -2.84593 0.002 0.003 -0.025
H 5.60893 -0.59796 -1.39762 0.011 -0.026 0.008
H 4.58204 0.82357 -1.27629 -0.007 0.014 -0.001
```
Positions in Å, forces in eV/Å.

=====

(3)
Formula: C4H4IN3O2
Source: the Open Molecules 2025 dataset
Level of theory: ωB97M-V/def2-TZVPD

As for the charge: 0. Its relative energy (zero: lowest compared OMol25 entry of this formula, charge and spin) is 192.5 kJ/mol. As for the HOMO-LUMO gap (alpha / beta): 7.21 / 7.20 eV. The value obtained for the HOMO energy (alpha / beta) is -0.301 / -0.301 Ha.

The geometry in XYZ format:
```
14
Properties=species:S:1:pos:R:3:forces:R:3
C 1.41889 1.23924 -0.00427 -0.394 -0.329 0.002
C 3.51977 0.59017 -0.00709 -3.619 -4.175 0.012
C 2.10999 -0.91694 -0.01337 4.553 4.725 0.022
C -0.31037 -0.44639 -0.00335 -1.027 -0.385 0.059
N 2.71352 1.55771 -0.00172 0.703 0.496 -0.016
N 1.09114 -0.07171 -0.00929 0.088 0.417 0.006
N 2.21426 -2.27464 0.00160 -0.261 -0.716 -0.112
O 3.34221 -2.74926 0.00614 -0.067 -0.004 0.038
O 1.17552 -2.94178 -0.00542 -0.061 -0.380 0.043
I 5.50811 0.26934 0.00088 0.066 0.120 -0.008
H 0.66302 2.00105 0.00347 -0.245 -0.093 -0.011
H -0.38902 -1.53392 -0.00096 0.047 0.310 0.004
H -0.79318 -0.04403 0.88814 0.098 -0.009 -0.064
H -0.80780 -0.04907 -0.88767 0.117 0.023 0.024
```
Positions in Å, forces in eV/Å.